(1)
Density functional theory data (ωB97M-V with the def2-TZVPD basis set) for a cluster of 15 separate species, C21H72N14O15 in total.

XYZ file:
```
122
Properties=species:S:1:pos:R:3:mulliken_charge:R:1
C 1.048 -1.797 -3.316 1.270
C 1.303 -2.654 -4.542 -1.109
O 2.376 -3.549 -4.524 -0.552
H 0.179 -1.172 -3.332 -0.405
H 1.929 -1.087 -3.154 0.225
H 0.880 -2.333 -2.318 -0.468
H 1.384 -2.115 -5.423 0.565
H 0.454 -3.369 -4.627 0.229
H 3.175 -3.068 -4.708 0.318
C -0.502 0.860 0.265 2.126
C -0.249 -0.552 -0.299 1.890
O 0.196 -1.384 0.740 3.829
H -0.893 1.567 -0.461 -0.337
H 0.424 1.113 0.821 -1.741
H -1.264 0.789 1.094 -0.332
H 0.475 -0.616 -1.142 -0.464
H -1.251 -0.959 -0.586 -0.986
H 1.127 -1.439 0.680 -1.808
C -3.367 -0.015 4.938 -1.302
C -3.197 0.996 3.768 0.503
O -1.928 1.574 3.770 -0.608
H -3.446 0.506 6.007 0.265
H -2.669 -0.788 5.021 0.276
H -4.305 -0.495 4.827 0.451
H -3.999 1.690 3.565 0.628
H -3.420 0.474 2.860 -0.566
H -2.011 2.245 3.128 0.263
C 1.819 5.206 1.225 -1.274
C 1.850 3.832 0.571 2.002
O 3.169 3.356 0.487 -0.649
H 1.883 5.222 2.340 0.275
H 0.825 5.634 1.039 0.360
H 2.686 5.742 0.669 0.255
H 1.439 3.841 -0.437 -0.738
H 1.170 3.134 1.150 -0.513
H 3.114 2.394 0.616 0.200
C 3.798 1.709 3.452 -1.247
C 2.349 1.282 3.668 -0.496
O 2.121 0.318 2.733 -0.320
H 3.868 2.669 3.948 0.462
H 4.135 1.669 2.430 0.367
H 4.501 1.051 3.953 0.329
H 1.665 2.117 3.624 0.442
H 2.182 0.992 4.641 0.571
H 1.208 -0.025 2.989 -0.578
C -3.186 -3.205 -2.527 -1.165
C -1.758 -3.502 -2.127 1.086
O -1.357 -4.483 -2.965 -0.683
H -3.628 -2.503 -1.870 0.084
H -3.849 -4.096 -2.502 0.452
H -3.054 -2.851 -3.579 0.186
H -1.723 -3.777 -1.083 -0.046
H -1.103 -2.611 -2.312 -0.328
H -0.468 -4.780 -2.583 0.441
C -2.343 0.373 -4.043 0.187
O -1.944 0.097 -2.745 0.207
N -2.366 -0.473 -5.018 -0.372
N -2.621 1.614 -4.422 -0.431
H -2.200 -1.455 -4.700 0.219
H -2.830 -0.364 -5.950 0.249
H -2.826 2.282 -3.626 0.192
H -2.921 1.876 -5.392 0.204
C 0.005 -1.751 3.960 0.423
O 0.456 -1.623 5.270 -0.814
N 0.291 -2.807 3.271 0.083
N -0.446 -0.689 3.311 0.729
H 0.736 -3.628 3.719 0.295
H 0.265 -2.858 2.272 -0.714
H -0.749 0.155 3.813 0.283
H -0.586 -0.816 2.343 -0.978
C 3.347 -2.722 1.583 -0.003
O 3.552 -4.104 1.703 -0.803
N 2.894 -2.255 0.471 0.093
N 3.538 -1.935 2.581 -0.145
H 3.074 -2.903 -0.284 0.335
H 3.040 -1.273 0.211 -0.075
H 4.062 -2.382 3.327 0.240
H 3.069 -1.027 2.724 0.201
C 1.297 2.441 -2.539 -0.648
O 1.800 1.732 -1.469 0.138
N 1.851 3.421 -3.115 -0.310
N 0.303 2.025 -3.241 -0.092
H 2.708 3.679 -2.600 0.417
H 1.779 3.662 -4.115 0.213
H -0.144 1.270 -2.788 -0.615
H 0.034 2.116 -4.204 0.228
C -0.718 5.027 -1.441 0.316
O -1.256 5.880 -0.488 -0.760
N 0.228 5.446 -2.283 -0.446
N -1.267 3.875 -1.758 0.126
H 0.698 6.253 -1.909 0.293
H 0.821 4.671 -2.581 0.397
H -1.970 3.536 -1.128 -0.108
H -0.919 3.134 -2.479 0.161
C -4.064 1.398 -0.537 0.298
O -3.490 2.219 -1.466 -0.721
N -4.636 1.876 0.502 -0.309
N -3.898 0.100 -0.523 0.067
H -4.733 2.881 0.589 0.257
H -5.109 1.214 1.141 0.212
H -3.265 -0.156 -1.299 -0.412
H -4.095 -0.585 0.250 0.356
C 4.393 0.584 0.022 0.324
O 4.757 1.314 -1.085 -0.747
N 3.179 0.598 0.371 0.563
N 5.108 -0.092 0.875 -0.206
H 2.533 0.867 -0.425 0.173
H 2.762 0.506 1.322 -0.246
H 5.994 -0.546 0.484 0.344
H 4.702 -0.725 1.561 0.280
C 0.129 -5.094 0.618 -0.772
O 0.801 -4.391 -0.365 -0.509
H 0.856 -5.575 1.242 0.375
H -0.566 -5.846 0.335 0.358
H -0.479 -4.413 1.239 0.051
H 1.065 -3.631 0.167 -0.040
C -2.959 -2.380 1.414 0.309
O -4.245 -1.953 1.154 -0.592
H -2.250 -2.585 0.644 -0.449
H -3.180 -3.360 1.789 0.658
H -2.445 -1.757 2.123 -0.469
H -4.715 -2.720 1.018 0.307
```

The calculation puts the energy relative to the best compared isomer or geometry (same formula, charge and spin) at 2.605 eV. Its electronic energy is -2738.329041 Ha. The frontier orbital gap comes out at 8.35 eV. The value obtained for the lowest unoccupied orbital energy is -0.34 eV.


(2)
Density functional theory data (ωB97M-V with the def2-TZVPD basis set) for an isolated molecule of C2H3NOS3.

XYZ file:
```
10
Properties=species:S:1:pos:R:3:mulliken_charge:R:1
C -0.531 -0.731 0.784 0.181
C 0.083 -0.259 -0.472 -0.262
N -0.727 0.552 -1.136 -0.323
O -1.210 1.498 -0.140 -0.191
S -0.167 -2.019 1.668 -0.095
S -1.583 0.577 1.164 0.078
S 1.779 0.681 0.286 -0.216
H 0.554 -0.950 -1.182 0.387
H -0.226 1.077 -1.851 0.332
H 2.028 -0.426 0.880 0.109
```

As for the spin multiplicity: 3. The calculation puts the energy relative to the best compared isomer or geometry (same formula, charge and spin) at 2.445 eV. Its electronic energy is -1402.353284 Ha. The frontier orbital gap (spin up / spin down) comes out at 7.16 / 5.62 eV. The value obtained for the lowest unoccupied orbital energy (spin up / spin down) is 0.46 / -3.20 eV.


(3)
Density functional theory data (ωB97M-V with the def2-TZVPD basis set) for a cluster of 8 separate species, C27H67N3O8 in total.

XYZ file:
```
105
Properties=species:S:1:pos:R:3:mulliken_charge:R:1
C 8.448 12.159 12.340 -1.655
C 9.287 13.446 12.712 1.529
C 8.339 14.460 13.384 -1.803
C 10.397 13.055 13.700 -0.753
C 11.516 14.123 13.848 -0.728
C 12.140 14.419 12.488 -1.254
C 11.067 14.928 11.460 1.684
C 10.677 16.371 11.858 -1.766
C 11.739 14.768 10.074 -1.943
N 9.936 13.899 11.467 0.163
O 8.766 14.491 10.711 -0.565
H 7.563 12.489 11.733 0.348
H 9.065 11.555 11.667 0.366
H 8.165 11.516 13.217 0.314
H 7.826 13.944 14.213 0.453
H 8.827 15.329 13.762 0.293
H 7.595 14.678 12.643 0.451
H 10.042 12.874 14.704 0.496
H 10.847 12.081 13.377 -0.048
H 11.120 15.001 14.367 0.503
H 12.281 13.711 14.564 0.355
H 12.736 13.601 12.096 0.288
H 12.812 15.250 12.528 0.584
H 9.867 16.711 11.200 0.335
H 11.544 17.015 11.657 0.453
H 10.529 16.566 12.901 0.341
H 11.165 15.032 9.226 0.508
H 12.094 13.747 9.951 0.424
H 12.632 15.385 10.148 0.393
H 8.862 14.068 9.827 0.335
C 16.267 8.002 12.799 -1.637
C 14.802 8.294 12.966 1.201
C 14.255 7.456 14.155 -1.614
C 14.666 9.849 13.067 -0.465
C 13.274 10.475 12.846 -0.491
C 12.790 10.043 11.432 -1.128
C 12.779 8.445 11.350 2.045
C 11.684 7.910 12.264 -1.894
C 12.532 8.099 9.907 -1.823
N 14.142 8.021 11.689 0.613
O 14.235 6.586 11.500 -0.704
H 16.692 8.203 13.737 0.499
H 16.760 8.599 12.040 -0.016
H 16.333 6.956 12.632 0.498
H 13.201 7.717 14.464 0.209
H 14.896 7.599 15.058 0.432
H 14.465 6.432 13.946 0.575
H 15.176 10.186 13.975 0.673
H 15.277 9.990 12.202 0.045
H 13.242 11.551 12.943 0.041
H 12.584 10.093 13.622 0.261
H 13.275 10.473 10.616 0.355
H 11.766 10.414 11.213 0.307
H 11.692 6.795 12.084 0.352
H 11.865 8.049 13.321 0.318
H 10.766 8.318 11.959 0.498
H 13.421 8.375 9.354 0.271
H 12.373 7.044 9.788 0.400
H 11.599 8.575 9.568 0.401
H 13.699 6.148 12.186 0.376
C 19.393 15.220 7.922 -1.931
C 18.611 14.095 7.222 2.295
C 18.581 14.390 5.769 -2.012
C 19.427 12.832 7.508 -1.750
C 18.718 11.636 6.916 -1.034
C 17.347 11.534 7.538 -0.596
C 16.514 12.801 7.473 2.225
C 15.775 12.954 6.185 -1.744
C 15.337 12.712 8.569 -2.335
N 17.270 14.010 7.902 0.327
O 16.626 15.220 7.735 -0.616
H 19.719 14.914 8.919 0.365
H 20.272 15.493 7.286 0.417
H 18.744 16.092 7.944 0.403
H 18.205 15.356 5.504 0.485
H 19.576 14.298 5.361 0.488
H 18.091 13.705 5.054 0.286
H 20.452 12.961 7.172 0.463
H 19.527 12.612 8.544 0.356
H 18.634 11.679 5.845 0.480
H 19.248 10.675 7.044 0.473
H 17.546 11.212 8.575 -0.536
H 16.756 10.700 7.187 0.699
H 15.381 14.006 6.103 0.323
H 14.960 12.278 6.158 0.551
H 16.315 12.821 5.272 0.378
H 14.517 12.050 8.284 0.604
H 14.848 13.712 8.651 0.588
H 15.742 12.299 9.460 0.008
H 16.388 15.249 6.811 0.392
O 17.963 8.276 9.351 -0.641
H 18.010 7.387 9.753 0.255
H 18.844 8.754 9.568 0.403
O 15.881 9.887 9.934 -0.410
H 16.564 9.246 9.660 0.365
H 15.226 9.334 10.414 -0.395
O 17.872 13.661 10.569 -0.666
H 17.483 13.864 9.723 0.351
H 17.725 14.461 11.074 0.204
O 19.992 9.811 10.061 -0.673
H 20.654 10.467 9.761 0.330
H 19.455 10.472 10.489 0.331
O 17.948 11.058 11.493 -0.827
H 17.933 12.040 11.304 0.496
H 17.184 10.691 11.058 0.125
```

The calculation puts the energy relative to the best compared isomer or geometry (same formula, charge and spin) at 0.434 eV. Its electronic energy is -1834.979840 Ha. The frontier orbital gap comes out at 9.35 eV. The value obtained for the lowest unoccupied orbital energy is 0.53 eV. Its SMILES is CC1(C)CCCC(C)(C)N1O.CC1(C)CCCC(C)(C)N1O.CC1(C)CCCC(C)(C)N1O.O.O.O.O.O.


(4)
Density functional theory data (ωB97M-V with the def2-TZVPD basis set) for an isolated molecule of C15H19N3O3.

XYZ file:
```
40
Properties=species:S:1:pos:R:3:mulliken_charge:R:1
C -5.596 -1.560 0.302 -1.264
C -4.548 -0.965 -0.633 -0.385
N -3.260 -0.849 0.026 0.125
C -3.163 0.245 0.983 -0.814
C -2.401 1.450 0.436 -0.734
N -1.044 1.052 0.099 0.218
C -0.106 2.012 0.011 0.509
O -0.358 3.192 0.206 -0.695
C 1.293 1.615 -0.307 -0.627
C 2.001 0.715 0.372 -0.368
C 3.425 0.484 0.147 0.560
C 4.291 1.567 -0.013 -0.646
C 5.650 1.383 -0.176 -0.602
C 6.194 0.105 -0.173 -0.480
C 5.363 -0.985 -0.019 -0.614
C 3.991 -0.799 0.130 0.277
N 3.171 -1.974 0.216 0.894
O 3.706 -3.010 0.548 -0.594
O 1.992 -1.873 -0.064 -0.535
C -0.879 -0.344 -0.251 -0.765
C -2.153 -0.847 -0.919 -1.059
H -6.521 -1.733 -0.242 0.421
H -5.236 -2.504 0.699 0.319
H -5.809 -0.896 1.136 0.310
H -4.902 0.004 -1.027 0.266
H -4.419 -1.641 -1.481 0.422
H -4.163 0.562 1.279 0.412
H -2.651 -0.123 1.880 0.218
H -2.347 2.253 1.175 0.507
H -2.907 1.849 -0.452 0.242
H 1.759 2.224 -1.070 0.456
H 1.525 0.116 1.136 0.587
H 3.878 2.564 0.016 0.523
H 6.294 2.241 -0.300 0.395
H 7.256 -0.037 -0.293 0.387
H 5.749 -1.993 -0.025 0.459
H -0.031 -0.461 -0.925 0.642
H -0.686 -0.950 0.641 0.168
H -1.998 -1.873 -1.265 0.485
H -2.362 -0.217 -1.802 0.378
```

The calculation puts the energy relative to the best compared isomer or geometry (same formula, charge and spin) at 4.689 eV. Its electronic energy is -972.862390 Ha. The frontier orbital gap comes out at 7.77 eV. The value obtained for the lowest unoccupied orbital energy is -0.69 eV. Its SMILES is CCN1CCN(C(=O)/C=C/c2ccccc2[N+](=O)[O-])CC1.


(5)
Density functional theory data (ωB97M-V with the def2-TZVPD basis set) for a structure of composition C25H34CaGeN3O8S2.

XYZ file:
```
74
Properties=species:S:1:pos:R:3:mulliken_charge:R:1
Ca -0.600 -1.325 -0.009 1.331
C 1.016 -0.794 4.171 -1.800
C 0.849 -0.263 2.772 0.777
S -0.761 0.228 2.299 -0.303
C 1.903 -0.135 1.947 0.916
C 3.312 -0.517 2.303 -1.847
S 1.727 0.515 0.312 -0.523
H 0.044 -0.889 4.647 0.423
H 1.632 -0.125 4.781 0.279
H 1.494 -1.774 4.161 0.399
H 3.471 -0.473 3.381 0.427
H 4.027 0.153 1.824 0.409
H 3.544 -1.534 1.973 0.288
C 1.179 0.191 -3.455 -1.108
C -0.282 -0.016 -3.289 -0.129
N -0.885 -0.282 -2.154 0.126
C -2.220 -0.401 -2.431 0.183
C -2.424 -0.195 -3.773 -0.086
N -1.175 0.052 -4.297 0.009
C -3.599 -0.166 -4.674 0.562
O -4.762 -0.367 -4.117 -0.592
O -3.436 0.036 -5.862 -0.677
C -3.230 -0.807 -1.389 0.746
O -4.440 -0.746 -1.708 -0.839
O -2.777 -1.208 -0.300 -0.831
H 1.655 0.165 -2.477 -0.016
H 1.388 1.154 -3.920 0.365
H 1.610 -0.596 -4.074 0.420
H -1.019 0.237 -5.275 0.228
H -4.648 -0.525 -3.089 0.445
C -0.949 6.575 -1.392 -1.429
C -0.728 5.069 -1.358 0.000
C 0.733 4.700 -1.129 -0.817
C 0.962 3.198 -1.049 -0.864
Ge 0.086 2.180 0.495 0.609
C -0.092 3.430 2.038 -1.058
C 0.962 3.278 3.123 -0.271
C 2.375 3.524 2.609 0.201
C 3.429 3.210 3.661 -1.475
H -1.994 6.824 -1.575 0.393
H -0.350 7.041 -2.176 0.322
H -0.658 7.029 -0.443 0.307
H -1.068 4.620 -2.296 0.346
H -1.346 4.624 -0.573 0.154
H 1.087 5.183 -0.213 0.148
H 1.332 5.135 -1.939 0.520
H 2.033 2.983 -1.049 0.558
H 0.556 2.745 -1.960 0.057
H -1.272 1.814 -0.139 -0.216
H -1.081 3.239 2.456 0.424
H -0.082 4.452 1.649 0.500
H 0.901 2.271 3.541 -0.096
H 0.754 3.969 3.950 0.568
H 2.473 4.564 2.278 0.367
H 2.553 2.900 1.728 -0.038
H 3.276 3.810 4.560 0.408
H 4.437 3.404 3.293 0.366
H 3.373 2.160 3.949 0.191
O -0.122 -3.332 0.928 -0.929
C -0.355 -3.842 -0.188 0.990
O -0.299 -3.214 -1.266 -0.807
C -0.783 -5.288 -0.253 0.201
C -1.731 -5.683 -1.190 -0.641
C -2.157 -7.002 -1.249 -0.512
C -1.617 -7.949 -0.395 -0.488
C -0.661 -7.536 0.524 0.026
C -0.245 -6.217 0.626 -0.280
N -0.077 -8.521 1.421 1.023
O -0.501 -9.663 1.373 -0.632
O 0.735 -8.134 2.242 -0.611
H -2.129 -4.941 -1.868 0.473
H -2.909 -7.296 -1.970 0.386
H -1.917 -8.985 -0.426 0.476
H 0.472 -5.920 1.374 0.568
```

The calculation puts the energy relative to the best compared isomer or geometry (same formula, charge and spin) at 0.661 eV. Its electronic energy is -5290.415295 Ha. The frontier orbital gap comes out at 6.34 eV. The value obtained for the lowest unoccupied orbital energy is 1.43 eV. The net charge is -1.


(6)
Density functional theory data (ωB97M-V with the def2-TZVPD basis set) for an isolated molecule of C5H8O2S.

XYZ file:
```
16
Properties=species:S:1:pos:R:3:mulliken_charge:R:1
C 0.365 -0.894 -0.547 0.455
C 0.243 -0.709 0.983 -0.450
C -1.291 -0.736 1.275 -0.729
C 0.680 0.247 -1.348 -0.343
C 1.287 1.455 -0.680 -0.873
O 0.179 -2.012 -1.034 -0.615
O -2.943 0.149 -0.603 -0.496
S -1.683 0.528 0.000 0.443
H 0.677 -1.598 1.641 0.329
H 0.565 0.227 1.381 0.173
H -1.699 -1.779 0.873 0.257
H -1.628 -0.528 2.208 0.536
H 0.947 0.198 -2.383 0.482
H 2.184 1.863 -1.394 0.301
H 1.694 1.358 0.349 0.289
H 0.421 2.232 -0.723 0.240
```

The calculation puts the energy relative to the best compared isomer or geometry (same formula, charge and spin) at 4.137 eV. Its electronic energy is -743.835363 Ha. The frontier orbital gap (spin up / spin down) comes out at 7.58 / 8.04 eV. The value obtained for the lowest unoccupied orbital energy (spin up / spin down) is -1.10 / -0.90 eV.